The following is a quantum chemistry calculation of a molecular structure, C30H48N2O4SbSiSn, from OMol25.

Geometry (Å):
1 Sn -0.0948 0.3414 0.0000
2 O -0.3649 -0.4879 2.3405
3 C 0.5054 -0.2695 3.4698
4 C 0.0086 0.8243 4.3879
5 C -0.3467 2.1592 3.7265
6 C 0.7894 2.7919 2.9765
7 C 1.6157 3.7553 3.5466
8 C 2.6674 4.2639 2.8041
9 C 2.8715 3.7971 1.5143
10 C 2.0066 2.8317 1.0277
11 N 0.9845 2.3398 1.7316
12 H -1.2764 -0.6178 2.6342
13 H 1.4718 -0.0418 3.0234
14 H 0.6078 -1.1898 4.0470
15 H 0.7873 0.9649 5.1436
16 H -0.8814 0.4679 4.9180
17 H -0.7213 2.8367 4.4957
18 H -1.1576 1.9988 3.0150
19 H 1.4279 4.1011 4.5563
20 H 3.3188 5.0208 3.2243
21 H 3.6848 4.1647 0.9014
22 H 2.1192 2.4399 0.0214
23 C -4.2537 1.5363 -1.3733
24 Si -3.1899 1.3459 0.1293
25 C -4.1991 1.2909 1.6813
26 C -2.0783 2.8410 0.2447
27 N -2.1087 -0.0274 0.0128
28 C -2.5741 -1.3527 -0.0978
29 C -3.9280 -1.7143 -0.1025
30 C -4.3331 -3.0375 -0.2100
31 C -3.3971 -4.0540 -0.3240
32 C -2.0470 -3.7307 -0.3330
33 C -1.6745 -2.4082 -0.2145
34 O -0.3285 -2.0052 -0.2633
35 C 0.6625 -2.9652 0.0208
36 C 0.9376 -3.2966 1.3296
37 C 1.9526 -4.2119 1.5783
38 C 2.6549 -4.7872 0.5241
39 C 2.3415 -4.4487 -0.7857
40 C 1.3355 -3.5250 -1.0431
41 H -4.6705 2.5484 -1.4069
42 H -5.0885 0.8321 -1.4178
43 H -3.6478 1.3854 -2.2729
44 H -4.8345 2.1808 1.7464
45 H -3.5313 1.2950 2.5508
46 H -4.8451 0.4130 1.7616
47 H -2.6711 3.7218 0.5139
48 H -1.5798 3.0543 -0.7053
49 H -1.3003 2.7422 1.0156
50 H -4.6875 -0.9438 -0.0243
51 H -5.3912 -3.2682 -0.2068
52 H -3.7044 -5.0874 -0.4101
53 H -1.2956 -4.5026 -0.4300
54 H 0.3715 -2.8399 2.1317
55 H 2.1900 -4.4818 2.6002
56 H 3.4390 -5.5072 0.7247
57 H 2.8779 -4.9029 -1.6101
58 H 1.0619 -3.2529 -2.0545
59 C 0.4167 4.4323 -2.0566
60 O 0.3238 3.0128 -2.1003
61 C 0.4633 2.5077 -3.4156
62 C -0.3283 1.2386 -3.5514
63 O 0.1641 0.1627 -2.7449
64 C 1.2797 -0.5048 -3.3282
65 H -0.3281 4.8866 -2.7164
66 H 1.4137 4.7690 -2.3577
67 H 0.2264 4.7460 -1.0340
68 H 1.5218 2.3407 -3.6431
69 H 0.0804 3.2314 -4.1432
70 H -0.3342 0.9267 -4.5999
71 H -1.3598 1.4113 -3.2416
72 H 1.0113 -0.9135 -4.3045
73 H 1.5546 -1.3173 -2.6604
74 H 2.1390 0.1625 -3.4369
75 C 4.8710 0.2033 -1.3180
76 Sb 3.9143 -0.9142 0.2466
77 C 4.8329 0.1347 1.8782
78 C 5.3673 -2.4810 0.2657
79 H 5.9135 0.3852 -1.0521
80 H 4.3684 1.1597 -1.4794
81 H 4.8347 -0.3699 -2.2477
82 H 5.8539 0.4112 1.6104
83 H 4.8603 -0.5274 2.7475
84 H 4.2710 1.0281 2.1412
85 H 6.3589 -2.0484 0.4027
86 H 5.3362 -3.0274 -0.6787
87 H 5.1527 -3.1750 1.0786

Forces on atoms 1 to 2 (eV/Å):
0.9 -0.1 -0.1
0.0 0.0 0.2

Its energy is -63301.206 eV. The molar mass is 769.3 g/mol. The net charge is +1. The calculation puts the orbital gap at 8.5 eV. The value obtained for the LUMO energy is -1.8 eV. The value obtained for the HOMO energy is -10.3 eV.

The following is a quantum chemistry calculation of a molecular structure, C30H48P2V in a non-equilibrium geometry, from OMol25.

Geometry (Å):
1 V 0.0073 -0.0595 0.1263
2 C 1.3436 0.5217 1.6634
3 C 0.5173 1.6417 1.3222
4 C -0.8613 -0.0592 2.0832
5 C 0.4922 -0.5307 2.1375
6 C -0.8452 1.2705 1.5473
7 C 2.8230 0.4519 1.5671
8 H 3.2139 1.1618 0.8316
9 H 3.1478 -0.5591 1.2984
10 H 3.2857 0.6948 2.5348
11 C 0.9487 -1.8746 2.5686
12 H 2.0443 -1.9080 2.6018
13 H 0.5907 -2.6612 1.8870
14 H 0.5684 -2.1014 3.5731
15 C -2.0825 -0.7733 2.5277
16 H -2.1398 -0.7888 3.6250
17 H -2.0939 -1.8094 2.1765
18 H -2.9861 -0.2766 2.1571
19 C -2.0478 2.1052 1.2926
20 H -2.3756 2.6033 2.2166
21 H -2.8823 1.4874 0.9426
22 H -1.8477 2.8826 0.5490
23 C 0.9805 2.9574 0.8053
24 H 1.0901 3.6771 1.6307
25 H 0.2531 3.3827 0.1034
26 H 1.9572 2.8690 0.3166
27 C 2.6932 0.1468 -6.2894
28 C 3.3530 1.1730 -5.7395
29 C 3.3777 2.5898 -6.2353
30 C 2.0835 3.1229 -6.8967
31 C 0.8103 2.8386 -6.1446
32 C 0.0653 1.7297 -6.2431
33 C 0.3140 0.5715 -7.1705
34 C 1.7884 0.2272 -7.4887
35 H 4.1987 2.7250 -6.9609
36 H 2.0236 2.7671 -7.9331
37 H 3.6345 3.2353 -5.3800
38 H 2.1816 0.9221 -8.2401
39 H 2.8477 -0.8771 -5.9148
40 H 4.0436 0.9818 -4.9078
41 H 1.7851 -0.7713 -7.9515
42 H -0.1700 -0.3137 -6.7263
43 H -0.8820 1.6662 -5.6914
44 H -0.1999 0.7302 -8.1356
45 H 2.1880 4.2184 -6.9446
46 H 0.4710 3.6789 -5.5208
47 P 1.6185 -0.2101 -1.8370
48 C 2.4895 -1.7189 -2.3266
49 C 2.7613 1.1044 -2.3509
50 P -1.1820 0.7525 -2.0049
51 C 0.2018 0.0305 -3.0147
52 C -1.1775 2.4873 -2.5459
53 C -2.7394 0.1193 -2.6882
54 H 1.9177 -2.6053 -2.0192
55 H 3.4630 -1.7355 -1.8156
56 H 2.6452 -1.7283 -3.4137
57 H 2.8911 1.0430 -3.4394
58 H 3.7351 0.9467 -1.8664
59 H 2.3789 2.1007 -2.0925
60 H -2.7563 0.2787 -3.7741
61 H -3.5676 0.6753 -2.2263
62 H -2.8596 -0.9468 -2.4596
63 H -0.0940 -0.9176 -3.5010
64 H 0.4890 0.7539 -3.8026
65 H -2.0891 2.9727 -2.1681
66 H -1.1795 2.4968 -3.6467
67 H -0.2926 3.0211 -2.1732
68 C -1.0935 -2.2030 -0.4510
69 C -1.3804 -3.6318 -0.2106
70 C -1.5185 -4.1466 1.1002
71 C -1.9062 -5.4638 1.3266
72 C -2.2249 -6.2861 0.2372
73 C -2.0736 -5.8105 -1.0787
74 C -1.6524 -4.5037 -1.2931
75 H -0.5019 -2.0659 -1.3704
76 H -2.0142 -1.5869 -0.3826
77 H -1.3366 -3.4678 1.9291
78 H -2.0212 -5.8219 2.3543
79 H -2.5767 -7.2961 0.4297
80 H -2.3473 -6.4651 -1.9114
81 H -1.5751 -4.1287 -2.3179

Forces on atoms 1 to 2 (eV/Å):
-1.2 -3.1 -4.4
-0.4 0.2 0.6

Its energy is -76137.069 eV. The molar mass is 521.6 g/mol. The net charge is +2. The calculation puts the orbital gap (alpha / beta) at 5.7 / 5.8 eV. The value obtained for the LUMO energy (alpha / beta) is -7.9 / -7.9 eV. The spin multiplicity is 2. The value obtained for the HOMO energy (alpha / beta) is -13.6 / -13.6 eV.

The following is a quantum chemistry calculation of a molecular structure, C30H50AsBrN4O6SSi3Ti, from OMol25.

Geometry (Å):
1 Ti 0.9198 -0.5797 0.7951
2 C 6.5124 -0.9077 1.6215
3 C 5.2406 -0.3200 2.1599
4 C 5.1944 0.4500 3.3118
5 C 3.9802 0.9189 3.7859
6 C 2.8478 0.5957 3.0675
7 Br 1.1575 1.1601 3.6959
8 N 2.8606 -0.1205 1.9568
9 C 4.0366 -0.5740 1.5212
10 H 7.3793 -0.5350 2.1647
11 H 6.6411 -0.6670 0.5653
12 H 6.4918 -1.9947 1.7122
13 H 6.1057 0.6744 3.8528
14 H 3.9053 1.5074 4.6878
15 H 3.9984 -1.1910 0.6338
16 O 1.2252 4.9910 -3.9912
17 C -0.0104 4.3489 -3.7803
18 N 0.1307 2.9834 -3.3362
19 C 0.2787 1.9572 -4.2238
20 O 0.1601 2.0793 -5.4259
21 C 0.6706 0.6402 -3.6142
22 C 1.3612 -0.2944 -4.3774
23 C 1.7719 -1.4681 -3.7747
24 C 1.4936 -1.6700 -2.4282
25 N 0.8080 -0.7914 -1.6983
26 C 0.3966 0.3283 -2.2968
27 H 1.6704 5.0597 -3.1362
28 H -0.5290 4.3420 -4.7342
29 H -0.6041 4.8811 -3.0327
30 H 0.4682 2.8528 -2.3926
31 H 1.5681 -0.0757 -5.4170
32 H 2.3235 -2.2181 -4.3239
33 H 1.8439 -2.5485 -1.9034
34 H -0.1645 1.0030 -1.6683
35 C 3.5615 1.5822 -1.1962
36 C 2.6201 2.6549 -0.7207
37 C 2.9050 3.9846 -1.0175
38 C 2.0410 5.0071 -0.6613
39 C 0.8522 4.6942 -0.0123
40 C 0.5400 3.3852 0.3203
41 C -0.7508 3.0497 0.9976
42 C 1.4437 2.3457 -0.0011
43 N 1.1247 1.0397 0.2871
44 H 3.8973 1.7953 -2.2126
45 H 3.0849 0.6035 -1.1883
46 H 4.4489 1.5290 -0.5612
47 H 3.8183 4.2132 -1.5560
48 H 2.2826 6.0373 -0.8931
49 H 0.1539 5.4818 0.2470
50 H -1.4100 3.9167 1.0460
51 H -0.5727 2.6898 2.0122
52 H -1.2618 2.2455 0.4666
53 C -3.0739 1.4186 -1.2412
54 Si -3.5094 0.3417 0.2424
55 C -5.1577 -0.4525 -0.1663
56 C -3.7273 1.3780 1.7899
57 As -1.7846 -1.2409 0.6611
58 Si -2.2435 -2.9011 -0.9803
59 C -2.5104 -2.0063 -2.6039
60 C -3.7913 -3.8519 -0.5224
61 C -0.8230 -4.0921 -1.0952
62 Si -2.4459 -2.2270 2.7340
63 C -1.8459 -1.0801 4.0789
64 C -1.7318 -3.9367 2.8976
65 C -4.3130 -2.3907 2.8560
66 H -3.2038 2.4767 -1.0030
67 H -3.7399 1.1812 -2.0733
68 H -2.0525 1.2808 -1.5951
69 H -5.8969 0.3502 -0.2533
70 H -5.5081 -1.1487 0.5908
71 H -5.1269 -0.9690 -1.1272
72 H -4.4009 2.2119 1.5736
73 H -2.7882 1.7905 2.1524
74 H -4.1706 0.7945 2.5979
75 H -3.3463 -1.3052 -2.5614
76 H -2.7305 -2.7390 -3.3853
77 H -1.6199 -1.4531 -2.9073
78 H -4.6777 -3.2221 -0.4553
79 H -3.6690 -4.3764 0.4257
80 H -3.9731 -4.6074 -1.2924
81 H 0.1341 -3.5836 -1.1954
82 H -0.9740 -4.7396 -1.9642
83 H -0.7458 -4.7121 -0.2024
84 H -2.1337 -0.0443 3.8826
85 H -0.7604 -1.1310 4.1556
86 H -2.2813 -1.3725 5.0383
87 H -0.6422 -3.9359 2.8541
88 H -2.0944 -4.6057 2.1157
89 H -2.0515 -4.3499 3.8588
90 H -4.8431 -1.4392 2.8446
91 H -4.5312 -2.8757 3.8125
92 H -4.7206 -3.0252 2.0676
93 O 1.0449 -4.2140 1.4154
94 S 1.7506 -2.9873 1.6584
95 O 3.0169 -3.1002 2.3293
96 O 0.8427 -1.9611 2.3494
97 O 1.9378 -2.2200 0.3091

Forces on atoms 1 to 2 (eV/Å):
0.2 -0.1 -0.8
0.0 0.0 0.0

Its energy is -238639.497 eV. The molar mass is 881.8 g/mol. The net charge is 0. The calculation puts the orbital gap at 7.8 eV. The value obtained for the LUMO energy is -0.1 eV. The value obtained for the HOMO energy is -7.9 eV.